1.
A cluster of 12 separate species, C40H56Cl8F24O16 in total in a non-equilibrium geometry, computed with wB97M-V/def2-TZVPD.

Geometry (Å):
C1 4.6232 6.6323 19.3902
C2 3.9163 5.5477 20.1944
O1 3.4692 5.9872 21.4458
C3 2.7925 5.1458 22.2120
O2 2.2790 4.0591 21.8071
C4 2.5757 5.6334 23.6745
F1 3.3674 6.6753 23.9978
F2 1.2972 5.8835 23.7599
F3 2.8790 4.6163 24.4433
H1 3.9076 7.4535 19.3501
H2 4.9781 6.3026 18.4137
H3 5.4632 6.9636 20.0007
H4 4.5379 4.6623 20.3280
H5 3.0492 5.0919 19.7162
C5 13.2602 4.9637 15.9396
C6 14.4827 5.5544 15.2642
O3 14.4938 6.9686 15.6034
C7 14.9146 7.4454 16.8403
O4 15.5467 6.7950 17.6847
C8 14.4060 8.8904 17.0332
F4 13.1153 8.9943 16.8947
F5 14.7590 9.3706 18.2487
F6 14.9125 9.7061 16.1066
H6 13.2429 3.8743 15.9081
H7 12.3088 5.1885 15.4574
H8 13.3741 5.2654 16.9808
H9 14.6257 5.3342 14.2063
H10 15.3292 5.0245 15.7011
C9 8.5913 8.8987 10.5421
C10 7.6638 7.7815 10.0116
O5 7.3882 7.8210 8.6194
C11 6.2584 8.4122 8.1649
O6 5.4140 8.9105 8.8841
C12 5.9956 8.2318 6.6086
F7 6.1148 9.4676 6.0693
F8 6.7525 7.2813 6.0683
F9 4.7089 7.8780 6.5058
H11 8.5712 8.7917 11.6266
H12 8.1413 9.8713 10.3426
H13 9.6376 8.7905 10.2564
H14 6.7751 7.5451 10.5968
H15 8.3592 6.9506 10.1309
C13 13.8763 6.2212 21.5947
C14 13.2386 6.4238 20.2369
O7 11.8943 6.6474 20.3987
C15 11.0991 6.7309 19.2145
O8 11.6187 6.6090 18.1082
C16 9.6010 7.0658 19.4184
F10 9.3437 8.3707 19.2637
F11 8.9110 6.4239 18.5022
F12 9.1822 6.7700 20.6803
H16 13.3385 5.4340 22.1230
H17 13.7582 7.0189 22.3281
H18 14.9548 6.0657 21.5676
H19 13.5601 5.5798 19.6267
H20 13.7236 7.3251 19.8619
C17 6.8711 -0.9861 14.3926
C18 7.2847 -0.1110 15.5854
O9 8.2834 0.8196 15.1307
C19 7.9335 2.0326 14.5487
O10 6.8040 2.4236 14.2826
C20 9.1306 2.8844 14.1783
F13 8.9615 3.7119 13.1098
F14 9.2479 3.7335 15.2000
F15 10.3411 2.2747 14.0538
H21 6.7111 -2.0158 14.7124
H22 7.6204 -1.0751 13.6060
H23 5.9897 -0.4941 13.9813
H24 7.7547 -0.7275 16.3517
H25 6.4553 0.3241 16.1430
C21 10.0611 9.7735 15.8795
C22 9.5945 8.6086 14.9080
O11 8.4853 8.0546 15.4705
C23 7.8222 7.1383 14.7604
O12 8.0218 6.8188 13.5902
C24 6.8488 6.2929 15.6699
F16 6.1327 5.4681 14.9120
F17 7.6431 5.6239 16.5025
F18 6.0172 7.0796 16.3534
H26 9.2688 10.5061 16.0334
H27 10.8871 10.3251 15.4305
H28 10.3886 9.3280 16.8189
H29 10.3810 7.8574 14.8359
H30 9.3987 9.0615 13.9361
C25 4.1027 2.5727 16.0320
C26 4.1568 2.3625 17.5212
O13 5.4422 1.9113 17.9474
C27 6.3920 2.7568 18.4946
O14 6.3389 4.0131 18.7228
C28 7.6456 2.0042 18.8852
F19 8.6319 2.3084 18.1297
F20 8.0486 2.3406 20.1207
F21 7.5360 0.6681 18.8455
H31 4.6413 3.5010 15.8415
H32 3.1046 2.6802 15.6073
H33 4.6309 1.7340 15.5785
H34 3.4651 1.5957 17.8701
H35 3.8797 3.3112 17.9810
C29 4.5622 7.3552 12.0158
C30 4.0429 8.7800 12.0953
O15 5.1451 9.6953 12.0690
C31 5.8042 10.0293 13.1975
O16 5.6153 9.4834 14.2635
C32 6.8357 11.1790 13.0214
F22 7.0347 11.5223 11.7611
F23 6.3071 12.2670 13.6590
F24 8.0401 10.9449 13.5507
H36 3.9255 6.6024 12.4806
H37 5.5307 7.1751 12.4824
H38 4.7330 7.0881 10.9729
H39 3.4292 8.8989 12.9882
H40 3.3789 8.9040 11.2398
Cl1 12.7799 8.9287 13.3913
C33 12.8015 9.6730 11.7220
C34 13.8009 8.9406 10.7642
Cl2 13.8536 9.7265 9.1696
H41 12.9984 10.7327 11.8846
H42 11.7864 9.5879 11.3342
H43 13.3431 7.9533 10.7025
H44 14.8233 8.8750 11.1364
Cl3 7.9247 12.4386 21.0567
C35 7.7119 13.5946 19.7369
C36 8.6731 13.1808 18.6480
Cl4 8.2997 13.9751 17.1553
H45 8.0788 14.5092 20.2027
H46 6.6717 13.6690 19.4197
H47 8.5754 12.1123 18.4557
H48 9.7244 13.2705 18.9216
Cl5 12.2190 13.2028 13.7501
C37 11.6492 13.0396 15.4460
C38 12.7072 12.1907 16.1774
Cl6 12.1982 11.8131 17.8137
H49 10.6745 12.5609 15.5408
H50 11.6484 14.0172 15.9280
H51 13.5906 12.8292 16.1847
H52 13.0666 11.2895 15.6808
Cl7 3.8207 1.4226 10.4029
C39 4.3657 1.8737 12.0347
C40 4.4664 3.4312 12.2734
Cl8 2.8301 4.0757 12.3257
H53 5.3388 1.4277 12.2404
H54 3.6316 1.4415 12.7147
H55 5.1000 3.9381 11.5455
H56 5.0200 3.5313 13.2070

The expectation value of S² is 0.754. As for the total energy: -8839.5634 Ha. For the HOMO energy (alpha / beta), the calculation gives -0.439 / -0.439 hartree. For the largest force on an atom, the calculation gives 5.87 eV/A. The gap between HOMO and LUMO (alpha / beta) is 9.40 / 1.30 eV. As for the net charge: +1. As for the spin multiplicity: 2.

2.
A structure of composition C40H56ClN2O8S3Y in a non-equilibrium geometry, computed with wB97M-V/def2-TZVPD.

Geometry (Å):
Y1 0.5807 -1.9619 -0.9232
C1 -2.5579 4.6236 2.4730
C2 -3.1404 3.3599 1.8267
C3 -3.6105 3.7224 0.4159
C4 -4.3594 2.8901 2.6333
C5 -2.0672 2.2655 1.8086
C6 -1.5842 1.7428 0.6245
C7 -0.5671 0.7649 0.5943
N1 -0.0517 0.2245 -0.5465
C8 -0.2820 0.8685 -1.7871
C9 -0.1715 2.2491 -1.9349
C10 -0.3699 2.8611 -3.1673
C11 -0.6573 2.0345 -4.2516
C12 -0.7505 0.6445 -4.1549
C13 -0.5705 0.0360 -2.8942
O1 -0.6601 -1.2695 -2.6746
C14 -1.0044 -0.2215 -5.3952
C15 0.2483 -1.0704 -5.6571
C16 -1.2856 0.6025 -6.6560
C17 -2.2227 -1.1352 -5.1824
C18 -0.3353 4.3792 -3.3440
C19 -1.7625 4.8931 -3.5985
C20 0.2120 5.0809 -2.0991
C21 0.5502 4.7698 -4.5363
C22 -0.0886 0.3228 1.8473
O2 0.9548 -0.6237 1.8068
C23 -0.5959 0.7752 3.0628
C24 -1.5663 1.7804 3.0151
C25 -0.1763 0.2700 4.4588
C26 -1.4236 0.1262 5.3550
C27 0.7812 1.2888 5.0947
C28 0.5050 -1.1000 4.4426
H1 -3.3012 5.4306 2.4796
H2 -1.6817 4.9643 1.9136
H3 -2.2463 4.4341 3.5032
H4 -4.3603 4.5177 0.4702
H5 -4.0590 2.8619 -0.0869
H6 -2.7810 4.0794 -0.2014
H7 -5.1470 3.6519 2.6112
H8 -4.1020 2.6955 3.6774
H9 -4.7571 1.9640 2.2102
H10 -2.0053 2.0419 -0.3224
H11 0.1046 2.8254 -1.0618
H12 -0.8265 2.4968 -5.2156
H13 1.1044 -0.4202 -5.8587
H14 0.0954 -1.7257 -6.5255
H15 0.5124 -1.6862 -4.7994
H16 -0.4227 1.2078 -6.9486
H17 -2.1489 1.2627 -6.5264
H18 -1.5075 -0.0843 -7.4794
H19 -2.1504 -1.6759 -4.2401
H20 -2.2975 -1.8561 -6.0041
H21 -3.1421 -0.5398 -5.1622
H22 -2.4194 4.6148 -2.7697
H23 -2.1712 4.4505 -4.5111
H24 -1.7759 5.9859 -3.7035
H25 -0.4326 4.9192 -1.2298
H26 0.2691 6.1596 -2.2789
H27 1.2136 4.7185 -1.8494
H28 0.1346 4.4111 -5.4806
H29 1.5506 4.3436 -4.4259
H30 0.6394 5.8608 -4.6026
H31 -1.9464 2.1841 3.9459
H32 -1.8662 1.0882 5.6212
H33 -1.1441 -0.3761 6.2865
H34 -2.1839 -0.4770 4.8520
H35 0.3267 2.2831 5.1323
H36 1.7074 1.3599 4.5160
H37 1.0388 0.9840 6.1165
H38 -0.0506 -1.8201 3.8350
H39 0.5634 -1.4802 5.4693
H40 1.5178 -1.0487 4.0552
C29 3.6356 -2.4475 6.1678
C30 3.4241 -2.9164 4.7521
C31 4.3004 -2.5522 3.7335
C32 4.0841 -2.9666 2.4260
C33 2.9695 -3.7357 2.1267
C34 2.0744 -4.0943 3.1262
C35 2.3178 -3.6970 4.4313
S1 2.8463 -4.5065 0.5247
O3 1.8881 -5.5636 0.7474
O4 4.2106 -4.9233 0.2470
N2 2.3548 -3.4418 -0.5463
C36 3.3049 -3.3782 -1.7003
C37 2.6433 -2.6508 -2.8600
O5 2.6158 -3.1912 -3.9736
O6 2.1268 -1.5159 -2.5562
H41 4.6331 -2.0256 6.3005
H42 3.5154 -3.2720 6.8730
H43 2.9049 -1.6773 6.4355
H44 5.1696 -1.9451 3.9668
H45 4.7879 -2.7218 1.6382
H46 1.2154 -4.7061 2.8740
H47 1.6177 -3.9773 5.2122
H48 3.6097 -4.3651 -2.0226
H49 4.2098 -2.8177 -1.4383
Cl1 2.9713 -0.2978 0.1298
C38 2.2213 -0.0658 1.7622
H50 2.2089 1.0039 1.9434
H51 2.8799 -0.5911 2.4436
C39 -0.6797 -5.7916 -0.5702
O7 -0.7479 -4.4086 -0.1899
C40 -1.5621 -4.0336 0.8269
S2 -2.4433 -5.1319 1.7245
S3 -1.5465 -2.3419 1.0207
H52 0.0051 -5.8137 -1.4102
H53 -1.6700 -6.1345 -0.8610
H54 -0.3006 -6.3901 0.2465
O8 -0.0136 -3.8342 -2.9331
H55 0.8230 -3.8728 -3.4313
H56 -0.4283 -3.0085 -3.2559

As for the total energy: -3962.6512 Ha. For the HOMO energy, the calculation gives -0.062 hartree. For the largest force on an atom, the calculation gives 1.15 eV/A. The gap between HOMO and LUMO is 5.59 eV. As for the net charge: -2.

3.
A structure of composition C40H56F7N9NiO3SSb, computed with wB97M-V/def2-TZVPD.

Geometry (Å):
Ni1 -1.2048 -0.5200 -0.7091
F1 3.4019 2.2179 3.4465
C1 2.4052 2.8456 2.7908
C2 1.5733 2.1142 1.9965
C3 0.5753 2.7641 1.2585
C4 -0.3174 1.9795 0.4094
O1 -0.1411 0.7306 0.3838
C5 -1.2959 2.7005 -0.3174
C6 -1.3449 4.0631 -0.1744
N1 -0.5183 4.7926 0.5875
C7 -0.6847 6.2323 0.6585
C8 -0.9617 6.9848 -0.6032
C9 0.3769 7.1095 0.0605
C10 0.4590 4.1565 1.3404
C11 1.3025 4.8784 2.1944
C12 2.2819 4.2390 2.9292
N2 3.1224 5.0043 3.7751
C13 3.7104 4.4050 4.9588
C14 4.0040 5.4950 5.9737
N3 4.9433 6.4945 5.3479
C15 4.3559 7.0800 4.0903
C16 4.0238 5.9465 3.1374
C17 -2.3212 2.1229 -1.2760
O2 -3.0853 2.9010 -1.8192
O3 -2.3305 0.8505 -1.4622
H1 1.7050 1.0433 1.9043
H2 -2.1059 4.6012 -0.7237
H3 -1.1755 6.5616 1.5662
H4 -1.6543 7.8108 -0.5415
H5 -1.0040 6.4265 -1.5277
H6 0.6168 8.0303 0.5741
H7 1.2104 6.6145 -0.4200
H8 1.1748 5.9453 2.3046
H9 4.6347 3.8519 4.7378
H10 3.0160 3.7009 5.4105
H11 4.4800 5.1045 6.8708
H12 3.1014 6.0421 6.2395
H13 5.8202 6.0207 5.1144
H14 5.1774 7.2331 6.0126
H15 5.0822 7.7727 3.6700
H16 3.4593 7.6189 4.3911
H17 4.9576 5.4554 2.8157
H18 3.5627 6.3680 2.2469
C18 -1.6742 -1.4256 4.6747
C19 -0.5474 -1.6331 3.6869
N4 -0.9764 -1.1452 2.3845
C20 -2.2309 -1.1969 1.9147
N5 -2.4932 -0.8399 0.6564
C21 -3.8954 -0.6446 0.2664
C22 -4.7669 -1.7237 0.8717
C23 -4.6164 -1.6825 2.3709
N6 -3.2069 -1.6148 2.7533
C24 -2.9145 -2.0826 4.1107
H19 -1.8519 -0.3580 4.8222
H20 -1.4286 -1.8683 5.6390
H21 -0.2637 -2.6868 3.6276
H22 0.3424 -1.0713 3.9649
H23 -0.2652 -0.7969 1.7649
H24 -3.9673 -0.6776 -0.8138
H25 -4.2309 0.3517 0.5688
H26 -4.4646 -2.6935 0.4744
H27 -5.8094 -1.5593 0.5990
H28 -5.0434 -2.5717 2.8373
H29 -5.1366 -0.8125 2.7842
H30 -2.7892 -3.1706 4.0957
H31 -3.7884 -1.8629 4.7238
C25 0.5215 -5.3854 -6.0881
C26 -0.9047 -5.2114 -5.5761
C27 -1.3008 -3.7540 -5.3460
C28 -0.3898 -3.0034 -4.3803
N7 -0.2825 -3.6808 -3.0878
C29 -1.0695 -3.5134 -2.0323
S1 -2.2684 -2.2401 -2.0282
N8 -0.9396 -4.3580 -1.0209
C30 -1.7383 -4.3916 0.2046
C31 -3.0396 -5.1733 0.0582
C32 -2.8881 -6.6809 -0.1481
C33 -2.4318 -7.1002 -1.5438
H32 0.7151 -6.4215 -6.3627
H33 1.2704 -5.1082 -5.3413
H34 0.6986 -4.7699 -6.9728
H35 -1.0407 -5.7795 -4.6505
H36 -1.6018 -5.6453 -6.2945
H37 -2.3249 -3.7007 -4.9661
H38 -1.2879 -3.2134 -6.2964
H39 -0.7742 -2.0013 -4.2105
H40 0.6227 -2.9223 -4.7763
H41 0.4603 -4.3619 -2.9976
H42 -0.1264 -4.9576 -1.0398
H43 -1.9383 -3.3684 0.5073
H44 -1.1033 -4.8462 0.9648
H45 -3.6216 -4.7413 -0.7623
H46 -3.6140 -4.9979 0.9730
H47 -3.8564 -7.1445 0.0503
H48 -2.2032 -7.0835 0.6049
H49 -3.0620 -6.6456 -2.3118
H50 -2.4963 -8.1815 -1.6605
H51 -1.3993 -6.8160 -1.7512
F2 0.2673 -1.9435 -0.1068
Sb1 2.1036 -2.4098 0.4353
F3 2.1653 -3.7098 -0.9398
F4 1.2782 -3.6871 1.5455
F5 3.8483 -2.7775 0.9621
F6 1.9232 -1.1343 1.8287
F7 2.6461 -1.0820 -0.7861
N9 0.0148 -0.2075 -2.1612
C34 0.7679 -0.0043 -2.9962
C35 1.7001 0.1974 -4.0605
C36 2.9955 -0.3047 -3.9254
C37 3.8822 -0.1438 -4.9755
C38 3.4778 0.5062 -6.1352
C39 2.1862 1.0031 -6.2591
C40 1.2845 0.8516 -5.2208
H52 3.2849 -0.8071 -3.0122
H53 4.8897 -0.5269 -4.8911
H54 4.1761 0.6247 -6.9530
H55 1.8817 1.5057 -7.1666
H56 0.2724 1.2256 -5.3009

The expectation value of S² is 0.962. As for the total energy: -5121.9174 Ha. For the HOMO energy (alpha / beta), the calculation gives -0.465 / -0.470 hartree. For the largest force on an atom, the calculation gives 0.49 eV/A. The gap between HOMO and LUMO (alpha / beta) is 5.93 / 8.23 eV. As for the net charge: +2. As for the spin multiplicity: 2.

4.
A structure of composition C40H57AgN4O5S2Sb2, computed with wB97M-V/def2-TZVPD.

Geometry (Å):
Ag1 0.5018 0.5812 0.3511
C1 -2.2383 1.8973 3.4041
Sb1 -2.1748 0.7961 1.5590
C2 -4.1740 0.0467 1.8209
C3 -2.6699 2.6224 0.4308
C4 -4.0188 2.7776 -0.1820
C5 -5.0377 3.3660 0.5726
C6 -6.3189 3.5452 0.0774
C7 -6.6091 3.1403 -1.2180
C8 -5.6099 2.5629 -1.9850
C9 -4.3185 2.3603 -1.4952
C10 -3.3063 1.6792 -2.3545
Sb2 -3.1519 -0.4303 -1.7970
C11 -2.5507 -1.0905 -3.7424
C12 -5.2509 -0.8029 -2.2071
H1 -1.4090 2.6041 3.4155
H2 -2.1117 1.2034 4.2360
H3 -3.1936 2.4185 3.4914
H4 -4.8935 0.8644 1.7602
H5 -4.2169 -0.4195 2.8061
H6 -4.4035 -0.7050 1.0669
H7 -1.8635 2.6910 -0.2988
H8 -2.5194 3.3954 1.1849
H9 -4.7990 3.7069 1.5751
H10 -7.0817 4.0027 0.6966
H11 -7.6030 3.2735 -1.6293
H12 -5.8284 2.2475 -3.0000
H13 -2.3093 2.1034 -2.2440
H14 -3.5872 1.7020 -3.4082
H15 -2.8757 -0.3741 -4.4978
H16 -3.0038 -2.0638 -3.9422
H17 -1.4677 -1.1865 -3.7657
H18 -5.4716 -0.6703 -3.2687
H19 -5.8640 -0.1150 -1.6242
H20 -5.4997 -1.8234 -1.9110
N1 0.1527 -1.1462 -1.6018
C13 1.1122 -1.7894 -1.5444
N2 2.2367 -2.4762 -1.5701
C14 3.4855 -1.8377 -1.1537
C15 4.5586 -2.3004 -2.1169
O1 4.6391 -3.7295 -2.1528
C16 3.4062 -4.3156 -2.5369
C17 2.2879 -3.9240 -1.5830
H21 3.7220 -2.1499 -0.1319
H22 3.3599 -0.7538 -1.1832
H23 5.5408 -1.9472 -1.8051
H24 4.3386 -1.9185 -3.1212
H25 3.5595 -5.3961 -2.5351
H26 3.1449 -3.9906 -3.5540
H27 2.5048 -4.2878 -0.5735
H28 1.3294 -4.3257 -1.9124
O2 2.2435 -3.3584 1.2900
C18 1.9912 -2.3901 2.0053
N3 0.9772 -1.5088 1.8394
S1 0.8021 -0.6201 3.1975
O3 -0.2871 -1.1283 4.0097
O4 0.7977 0.8027 2.9848
C19 2.3315 -1.0733 3.9611
C20 2.9889 -0.5228 5.0428
C21 4.2228 -1.0722 5.3736
C22 4.7552 -2.1383 4.6465
C23 4.0763 -2.6635 3.5521
C24 2.8633 -2.0922 3.2149
H29 2.5686 0.3103 5.5901
H30 4.7893 -0.6519 6.1957
H31 5.7156 -2.5505 4.9310
H32 4.4778 -3.4766 2.9612
O5 -2.1771 -2.6757 1.0882
S2 -0.9534 -3.5313 0.9618
C25 -1.6057 -5.1113 0.3377
C26 -2.2847 -5.8625 1.5045
C27 -2.0760 -5.0273 2.7812
C28 -0.7561 -4.2967 2.5866
H33 -0.7571 -5.6658 -0.0709
H34 -2.2769 -4.8424 -0.4760
H35 -1.8252 -6.8469 1.6197
H36 -3.3469 -6.0185 1.3149
H37 -2.0868 -5.6392 3.6853
H38 -2.8632 -4.2783 2.8639
H39 0.1026 -4.9709 2.5226
H40 -0.5649 -3.5012 3.3058
C29 2.5136 0.8875 -3.6959
C30 1.7493 2.2162 -3.7359
C31 0.2442 1.9566 -3.6032
C32 2.2572 3.2010 -2.6992
C33 2.8165 4.3734 -3.1570
C34 3.3212 5.3667 -2.3118
C35 3.2138 5.1232 -0.9403
C36 2.6690 3.9776 -0.3985
C37 2.5994 3.8974 1.1178
C38 1.1506 3.9237 1.6221
C39 3.3640 2.6965 1.6898
C40 2.1498 2.8781 -1.2497
N4 1.7004 1.7325 -0.8352
H41 2.1316 0.1826 -4.4471
H42 2.3773 0.4783 -2.6951
H43 3.5803 1.0521 -3.8809
H44 1.9232 2.6737 -4.7204
H45 0.0568 1.5280 -2.6167
H46 -0.1085 1.2621 -4.3756
H47 -0.3128 2.8936 -3.6995
H48 2.8514 4.5359 -4.2366
H49 3.7653 6.2774 -2.6979
H50 3.5778 5.8858 -0.2479
H51 3.0914 4.8041 1.4980
H52 0.5941 3.1042 1.1663
H53 0.6711 4.8661 1.3415
H54 1.0986 3.8068 2.7111
H55 2.9483 1.7766 1.2830
H56 3.2937 2.6704 2.7844
H57 4.4202 2.7556 1.4083

As for the total energy: -3577.3469 Ha. For the HOMO energy, the calculation gives 0.026 hartree. For the largest force on an atom, the calculation gives 0.91 eV/A. The gap between HOMO and LUMO is 3.01 eV. As for the net charge: -2.

Which value of largest force on an atom does entry 2 give? 1.15 eV/A

Among the records above, which one has the lowest largest force on an atom? C40H56F7N9NiO3SSb

net charge of number 3 (C40H56F7N9NiO3SSb)? +2

Number 1 is which compound? C40H56Cl8F24O16